1.
{"formula": "C36H42GeN6O2S2Tm", "method": "the ωB97M-V functional and the def2-TZVPD basis", "species": ["Tm", "C", "N", "C", "C", "N", "C", "C", "C", "C", "C", "C", "C", "S", "C", "C", "C", "C", "C", "C", "S", "H", "H", "H", "H", "H", "H", "H", "H", "H", "H", "H", "H", "H", "H", "H", "H", "H", "H", "O", "C", "O", "C", "C", "C", "C", "C", "N", "H", "H", "H", "H", "N", "C", "C", "C", "C", "C", "N", "C", "C", "C", "C", "C", "N", "H", "H", "H", "H", "H", "H", "H", "H", "H", "C", "Ge", "C", "C", "C", "H", "H", "H", "H", "H", "H", "H", "H", "H", "H", "H"], "coordinates": [[-0.346, -0.012, 0.194], [-1.802, 3.235, -1.158], [-0.636, 2.343, -1.355], [0.596, 3.112, -1.167], [0.769, 3.565, 0.276], [1.170, 2.489, 1.196], [2.609, 2.274, 1.065], [0.751, 2.806, 2.541], [1.637, 3.377, 3.450], [1.224, 3.771, 4.715], [-0.106, 3.608, 5.068], [-0.988, 3.024, 4.177], [-0.593, 2.581, 2.908], [-1.769, 1.835, 1.847], [-0.801, 1.738, -2.655], [-0.093, 2.167, -3.771], [-0.319, 1.600, -5.019], [-1.290, 0.617, -5.148], [-2.013, 0.207, -4.040], [-1.787, 0.738, -2.768], [-2.699, 0.183, -1.373], [-1.703, 4.095, -1.836], [-1.874, 3.557, -0.125], [-2.711, 2.686, -1.384], [0.588, 4.018, -1.796], [1.443, 2.497, -1.476], [-0.149, 4.012, 0.651], [1.537, 4.355, 0.297], [3.179, 3.202, 1.217], [2.820, 1.921, 0.058], [2.949, 1.523, 1.773], [2.669, 3.526, 3.169], [1.934, 4.209, 5.405], [-0.457, 3.923, 6.044], [-2.023, 2.875, 4.456], [0.644, 2.953, -3.674], [0.251, 1.933, -5.877], [-1.486, 0.166, -6.113], [-2.772, -0.557, -4.138], [3.804, -1.106, 1.141], [2.933, -0.731, 0.363], [1.738, -0.426, 0.692], [3.291, -0.597, -1.108], [4.313, -1.389, -1.618], [4.594, -1.316, -2.970], [3.864, -0.438, -3.754], [2.887, 0.335, -3.145], [2.596, 0.260, -1.850], [4.842, -2.047, -0.945], [5.365, -1.939, -3.407], [4.037, -0.350, -4.817], [2.294, 1.027, -3.728], [-2.268, -0.947, 3.585], [-2.802, -1.563, 2.475], [-4.081, -2.126, 2.642], [-4.646, -2.825, 1.606], [-3.934, -2.972, 0.421], [-2.709, -2.351, 0.333], [-2.145, -1.632, 1.320], [-0.974, -0.596, 3.930], [-0.787, -0.161, 5.250], [0.484, 0.135, 5.675], [1.541, -0.037, 4.790], [1.256, -0.463, 3.509], [0.016, -0.719, 3.058], [-2.940, -0.775, 4.314], [-4.589, -2.020, 3.591], [-5.629, -3.265, 1.723], [-4.322, -3.520, -0.424], [-2.130, -2.385, -0.575], [-1.639, -0.049, 5.907], [0.651, 0.501, 6.679], [2.564, 0.172, 5.070], [2.046, -0.609, 2.787], [0.713, -4.169, -3.588], [-0.513, -3.439, -2.221], [-0.607, -4.840, -0.835], [-2.258, -3.392, -3.130], [0.139, -1.779, -1.502], [0.344, -5.127, -3.960], [1.706, -4.323, -3.161], [0.811, -3.482, -4.429], [-0.497, -5.825, -1.294], [-1.550, -4.822, -0.288], [0.199, -4.700, -0.114], [-2.598, -4.410, -3.322], [-2.140, -2.886, -4.089], [-3.020, -2.852, -2.569], [0.220, -1.123, -2.387], [1.178, -2.057, -1.265]], "s2": 2.002, "total_charge": -1, "multiplicity": 3, "largest_force_ev_per_a": 0.6, "total_energy_ev": -158771.8074}


2.
{"formula": "C36H42N3O2", "method": "the ωB97M-V functional and the def2-TZVPD basis", "species": ["C", "N", "C", "O", "C", "C", "C", "C", "C", "C", "C", "C", "N", "C", "C", "C", "C", "C", "C", "C", "C", "C", "C", "C", "C", "C", "C", "H", "H", "H", "H", "H", "H", "H", "H", "H", "H", "H", "H", "H", "H", "H", "H", "H", "H", "H", "H", "H", "H", "H", "H", "H", "H", "H", "C", "C", "C", "C", "C", "C", "N", "C", "C", "O", "C", "C", "C", "C", "H", "H", "H", "H", "H", "H", "H", "H", "H", "H", "H", "H", "H", "H", "H"], "coordinates": [[4.149, 3.728, 2.460], [3.422, 2.805, 1.625], [4.067, 2.110, 0.640], [5.257, 2.204, 0.335], [3.057, 1.167, 0.006], [3.512, -0.284, 0.152], [3.665, -0.649, 1.610], [4.864, -0.394, 2.288], [4.998, -0.738, 3.633], [3.928, -1.332, 4.310], [2.732, -1.598, 3.634], [2.606, -1.259, 2.286], [1.832, 1.475, 0.728], [0.660, 0.898, 0.398], [-0.558, 1.115, 1.043], [-1.754, 0.513, 0.645], [-3.017, 0.713, 1.300], [-4.210, 0.131, 0.782], [-5.445, 0.341, 1.387], [-5.537, 1.134, 2.545], [-4.378, 1.706, 3.086], [-3.139, 1.500, 2.482], [2.012, 2.496, 1.782], [1.720, 1.972, 3.215], [1.202, 3.179, 3.995], [0.889, 4.310, 2.989], [1.161, 3.784, 1.584], [5.187, 3.745, 2.108], [3.735, 4.741, 2.389], [4.145, 3.415, 3.513], [2.952, 1.446, -1.059], [2.789, -0.938, -0.351], [4.482, -0.349, -0.358], [5.691, 0.074, 1.745], [5.942, -0.537, 4.145], [4.028, -1.595, 5.364], [1.889, -2.070, 4.143], [1.684, -1.470, 1.738], [0.698, 0.224, -0.461], [-0.560, 1.792, 1.898], [-1.738, -0.147, -0.226], [-4.132, -0.486, -0.115], [-6.346, -0.111, 0.963], [-6.504, 1.303, 3.024], [-4.436, 2.320, 3.988], [-2.248, 1.950, 2.922], [0.974, 1.171, 3.162], [2.636, 1.537, 3.640], [0.303, 2.914, 4.568], [1.958, 3.511, 4.718], [-0.152, 4.645, 3.096], [1.529, 5.178, 3.198], [1.719, 4.493, 0.959], [0.232, 3.525, 1.068], [-6.092, -3.530, -1.535], [-6.044, -2.204, -1.991], [-4.879, -1.705, -2.565], [-3.725, -2.516, -2.716], [-2.560, -1.979, -3.394], [-1.378, -2.659, -3.586], [-0.339, -2.263, -4.380], [0.697, -3.283, -4.623], [1.938, -2.646, -5.223], [1.590, -1.862, -6.368], [0.729, -0.779, -6.009], [-0.589, -1.288, -5.438], [-3.785, -3.848, -2.230], [-4.956, -4.343, -1.656], [-7.010, -3.924, -1.094], [-6.920, -1.558, -1.901], [-4.834, -0.677, -2.929], [-2.666, -0.973, -3.810], [-1.175, -3.582, -3.035], [0.937, -3.760, -3.668], [0.320, -4.043, -5.334], [2.441, -2.035, -4.447], [2.605, -3.427, -5.615], [1.208, -0.112, -5.264], [0.553, -0.247, -6.954], [-1.157, -1.752, -6.269], [-1.162, -0.449, -5.037], [-2.907, -4.486, -2.335], [-4.989, -5.377, -1.305]], "total_charge": 1, "multiplicity": 1, "largest_force_ev_per_a": 2.6, "total_energy_ev": -46572.4584}